[1]
Molecular formula: C40H64BN9O9Pb2
Method: DFT, the ωB97M-V functional and the def2-TZVPD basis

As for the net charge: +2.

Positions of all 125 atoms, in Å:
Pb1 -6.2716 11.4766 -6.2528
Pb2 -3.0904 10.3067 -3.8494
O1 -0.6682 12.9648 -7.0043
O2 -4.1319 12.5382 -7.3275
O3 -2.4720 14.0993 -7.8294
O4 -1.9102 11.2448 -5.9398
O5 -4.6375 9.5435 -5.9114
O6 -0.7739 15.4590 -6.8901
O7 0.1724 17.4912 -7.4206
O8 1.0013 16.1553 -9.7944
O9 -0.2655 14.3912 -8.9544
N1 -2.2032 13.0224 -3.3250
N2 4.0987 15.9740 -4.3496
N3 3.1342 13.6785 -11.7439
N4 -1.1963 22.5697 -9.3545
N5 -2.4655 22.8258 -3.9761
N6 -0.9078 17.4212 -15.1522
N7 -6.4256 14.2134 -6.6378
N8 3.2300 10.6840 -7.1264
N9 4.1972 19.5458 -9.2707
C1 -0.4959 15.5525 -13.3416
C2 0.6291 8.8428 -8.4347
C3 -1.8003 12.2700 -6.5910
C4 -5.5720 17.2317 -9.6858
C5 -3.0588 15.9939 -12.6290
C6 3.4278 16.9125 -11.6165
C7 -1.4239 18.9731 -10.3670
C8 -1.5666 16.7752 -3.3787
C9 -3.5569 15.2313 -3.5558
C10 4.5178 14.0336 -8.6042
C11 3.2769 13.2702 -9.1469
C12 -5.0895 16.3814 -7.2684
C13 -0.0925 20.5683 -5.4792
C14 3.0481 15.6895 -4.1090
C15 0.7760 10.2508 -7.9697
C16 -0.7740 8.6419 -8.9031
C17 4.7425 13.9637 -7.1217
C18 1.0338 20.4521 -6.5406
C19 -2.7777 13.9856 -3.4313
C20 -5.8677 15.1757 -6.9640
C21 2.1804 10.4618 -7.5054
C22 -1.5607 21.4522 -9.3275
C23 3.2150 13.4667 -10.6019
C24 1.7099 15.2787 -3.8965
C25 2.8176 18.2438 -11.1257
C26 -0.0403 16.2497 -7.5472
C27 -0.9875 21.7482 -5.8267
C28 3.5721 18.9287 -10.0328
C29 1.8770 12.7585 -3.8649
C30 -4.5882 16.5386 -8.7410
C31 -1.6399 15.6091 -12.1771
C32 0.2693 15.6195 -8.9488
C33 -1.8204 22.3465 -4.7729
C34 -2.7291 16.3936 -4.2099
C35 -2.0740 19.9846 -9.3768
C36 1.2982 14.0040 -3.2102
C37 -2.9858 13.0029 -7.2348
C38 -0.7279 16.5766 -14.3755
C39 -1.1153 19.5371 -11.7631
C40 4.8580 16.7909 -11.8172
B1 -1.0209 14.2140 -7.6911
H1 1.8073 17.9944 -10.8015
H2 -6.5880 16.9131 -9.4529
H3 4.4029 15.1046 -8.7711
H4 -0.9271 17.5719 -3.7587
H5 -0.4906 14.6153 -13.8982
H6 5.3843 13.9003 -9.2518
H7 4.8748 12.8984 -6.9327
H8 -0.1703 19.1035 -12.0904
H9 -4.4856 15.0497 -4.0968
H10 -0.9247 9.1440 -9.8587
H11 -3.3929 15.1945 -13.2904
H12 5.6472 14.4106 -6.7095
H13 -0.5525 18.7430 -9.7539
H14 -4.2195 15.5551 -9.0322
H15 0.5544 10.9868 -8.7426
H16 2.8669 16.6284 -12.5068
H17 -3.7127 17.1803 -8.6421
H18 5.3408 17.4740 -12.5159
H19 0.5245 15.5716 -12.9588
H20 -1.9612 17.0625 -2.4041
H21 -1.0630 20.6172 -11.6260
H22 1.6908 12.4724 -4.9001
H23 1.3564 8.5144 -9.1772
H24 -4.5066 9.6318 -6.8755
H25 -2.4152 16.0572 -5.1980
H26 -5.7572 17.2100 -7.0325
H27 -3.1225 20.0301 -9.6712
H28 -5.6090 18.3109 -9.5374
H29 2.9445 12.6360 -3.6816
H30 0.3089 20.6642 -4.4703
H31 -1.2751 16.3284 -11.4438
H32 -0.9259 15.9346 -3.1124
H33 1.7218 14.0465 -2.2068
H34 -3.2365 16.9610 -13.0993
H35 0.2083 14.0135 -3.1933
H36 -3.6052 15.9615 -11.6864
H37 5.4222 16.8981 -10.8908
H38 1.2025 16.0438 -3.3089
H39 0.8353 8.2263 -7.5598
H40 3.8720 14.4678 -6.7019
H41 1.6030 21.3724 -6.6715
H42 -1.9418 19.3610 -12.4516
H43 3.4729 12.1988 -9.1899
H44 -1.9738 18.0320 -10.3600
H45 -5.3402 17.1766 -10.7494
H46 3.0719 16.2308 -10.8439
H47 -0.6689 19.6478 -5.3859
H48 -0.9451 7.5681 -8.9793
H49 -1.4810 8.9924 -8.1512
H50 5.1317 15.7800 -12.1193
H51 -2.0557 19.5409 -8.3814
H52 2.2492 13.4188 -8.8153
H53 0.1463 10.5228 -7.1226
H54 0.6449 20.2807 -7.5443
H55 1.4210 15.2335 -4.9466
H56 -4.3254 16.3122 -6.4942
H57 -3.7688 15.4894 -2.5182
H58 1.6034 19.5750 -6.2335
H59 2.7017 18.9833 -11.9180
H60 1.3195 11.9090 -3.4707
H61 -0.3753 22.6293 -6.0189
H62 -1.4897 14.7197 -11.5651
H63 -1.5947 21.6407 -6.7255
H64 -3.3462 17.2789 -4.3632

Cartesian forces, eV/Å:
0.837 0.198 -0.696
0.601 0.381 -2.005
-2.603 -3.220 2.363
1.018 0.779 0.673
-3.477 -2.389 0.812
0.309 0.329 0.564
-0.838 2.230 0.968
-1.560 -2.793 1.977
-0.821 -4.898 0.810
-3.131 -2.372 2.583
-1.186 -0.449 0.837
1.104 -3.954 0.023
4.328 1.301 -0.976
0.115 -0.577 1.790
-1.012 -3.098 0.203
-1.258 0.908 1.619
0.124 -1.240 1.054
0.604 0.023 -0.088
1.157 0.008 0.490
-1.006 -1.086 -0.974
-1.383 -0.180 0.254
-0.155 -0.641 0.720
2.641 2.143 -1.305
-0.453 0.264 0.454
0.608 -1.418 0.713
-2.408 0.352 0.760
1.001 1.009 1.323
0.698 -0.099 1.589
0.876 0.687 0.178
-0.214 2.121 -0.593
1.256 -0.651 -1.742
-0.939 -0.113 -0.298
0.126 0.282 -0.387
-2.235 -1.501 1.651
2.021 1.111 0.266
-0.275 -0.948 -0.166
0.227 -1.283 -0.147
-0.861 -0.467 0.530
-2.116 3.331 -0.704
-0.530 -0.726 -0.056
-1.911 0.309 -0.524
0.488 0.466 -0.523
-0.462 1.214 -2.097
-1.512 0.632 -0.380
0.411 0.458 0.057
1.828 7.157 -3.859
-0.136 1.411 0.479
0.480 0.529 0.327
-0.723 -1.367 0.208
0.599 0.156 0.666
2.407 1.175 -1.068
3.594 2.024 -1.303
0.866 -1.804 -1.420
-0.500 -0.728 -0.918
-0.826 0.982 -0.602
1.523 -0.442 -0.632
0.623 1.411 -2.013
0.169 1.295 -0.379
-0.398 -0.196 1.162
2.636 -0.390 0.149
1.453 1.231 -0.664
0.097 0.297 0.264
-0.127 -0.289 -0.526
-0.681 0.256 -0.454
-0.285 -0.038 -0.189
-0.477 -0.308 0.171
0.049 -0.994 0.170
-0.633 -0.060 0.940
-0.206 0.281 -0.466
-0.017 -0.186 0.086
-0.299 -0.111 0.022
-0.481 0.184 -0.039
-0.084 0.454 -0.526
0.814 -0.346 -0.820
-0.157 0.126 -0.515
0.125 0.034 -0.227
-0.023 0.030 -0.146
0.227 -0.115 -0.072
-0.357 0.134 -0.182
-0.097 0.523 0.294
0.116 0.524 0.129
0.507 0.018 -0.420
0.110 1.319 -0.661
0.022 0.447 -0.105
0.879 -0.416 0.449
0.067 0.016 -0.136
0.083 0.223 0.230
-0.246 0.552 0.214
0.258 0.086 0.495
-0.133 -0.014 0.060
0.298 0.455 -0.060
0.067 0.584 -0.268
0.114 -0.208 -0.395
-0.462 -0.145 0.263
0.621 -0.048 0.005
0.083 -0.188 0.182
-0.619 -0.017 -0.174
-0.093 0.322 0.284
-0.048 0.555 -0.669
-0.057 -0.301 0.010
0.070 -0.541 0.717
0.281 -0.159 0.600
0.238 -0.216 -0.162
0.005 -0.243 1.030
-0.493 0.168 -0.087
-0.004 -0.687 0.141
0.387 -0.395 -0.170
-0.174 -0.205 -0.490
-0.275 0.050 -0.467
-0.185 0.280 0.003
-0.231 -0.077 -0.323
0.178 0.315 0.182
0.308 0.366 0.762
-0.121 -0.440 0.011
-0.279 -0.318 0.050
-1.155 0.242 -0.027
0.465 0.450 -0.264
-0.373 0.180 0.050
0.570 0.325 -0.432
0.219 0.054 -0.135
0.418 -0.391 0.939
0.553 -0.153 -0.564
-0.804 -0.615 -0.497
0.055 -0.283 0.068
-0.406 -0.219 0.113



[2]
Molecular formula: C40H64Li3O32
Method: DFT, the ωB97M-V functional and the def2-TZVPD basis

As for the net charge: -1. For the energy relative to the best compared isomer or geometry (same formula, charge and spin), the calculation gives 0.000 eV.

Positions of all 139 atoms, in Å:
O1 -0.9012 1.8969 -4.6589
O2 6.0991 3.2289 3.0024
O3 4.8294 1.1859 1.5946
O4 2.6486 -2.5563 -3.6338
O5 -5.6190 4.7383 4.5798
O6 -3.9669 -1.6929 1.8303
O7 4.4801 4.8430 -0.4841
O8 2.6153 3.6964 -0.1914
O9 3.1533 5.4791 1.1279
O10 1.8062 -4.1169 -5.0352
O11 -7.0888 4.5080 2.3709
O12 0.8122 -0.8912 4.9009
O13 -3.9397 -1.6232 -1.1356
O14 -2.2740 -3.8070 1.6502
O15 -1.7768 -0.3532 0.1868
O16 2.8322 -0.8365 3.8956
O17 4.4590 -4.0248 -1.5473
O18 0.3555 -5.0342 1.3113
O19 0.9527 0.6588 -4.9394
O20 0.0055 2.1306 3.5737
O21 -0.2742 1.7120 0.1949
O22 -2.0138 2.8285 2.0893
O23 -1.4267 4.5629 -0.3004
O24 -3.6680 2.5659 0.0522
O25 3.5749 -1.0104 -0.0234
O26 1.9275 -3.2521 -0.4265
O27 1.2113 -2.3785 3.3128
O28 0.5956 2.4999 -6.2630
O29 -3.4115 3.4968 -2.6259
O30 0.6092 4.8143 2.2898
O31 0.4887 -3.2550 -3.4090
O32 1.8908 -5.4048 -2.1584
C1 4.6226 3.6293 -1.2788
C2 1.7217 -1.3502 4.0240
C3 -0.4621 -1.5289 4.6139
C4 -6.0771 3.9113 2.4148
C5 -3.7387 3.7539 3.5021
C6 -1.3274 4.4784 -1.6774
C7 0.0290 -1.9247 -0.0847
C8 -0.0388 -2.7901 3.8665
C9 5.3278 2.1884 3.6553
C10 1.7110 0.4834 0.2784
C11 0.3304 0.6221 0.2048
C12 -0.9769 0.8486 -3.6031
C13 3.3579 4.7336 0.2095
C14 -5.0385 -1.7894 -0.3283
C15 3.0268 -6.0140 -1.5611
C16 2.3355 -0.8070 0.0921
C17 0.4514 -4.6672 -5.2607
C18 -3.2446 3.2150 2.3117
C19 4.3853 -5.4647 -1.8918
C20 -4.2704 2.9143 1.1076
C21 -0.8873 -5.7246 1.6204
C22 -4.9482 -1.1189 1.0176
C23 -5.0734 4.1551 3.6273
C24 -0.5581 -0.6537 0.1391
C25 1.7032 -3.2731 -3.9595
C26 1.4093 -2.1225 -0.1410
C27 2.5452 3.9623 -2.7040
C28 -2.3542 0.1616 -3.6497
C29 -2.6742 4.6336 -2.3617
C30 1.3382 4.2456 3.4000
C31 0.1919 -0.1211 -4.0156
C32 0.2980 3.4120 4.1635
C33 5.2724 0.9098 2.9214
C34 3.1590 3.2448 -1.4807
C35 0.2369 1.7508 -5.3749
C36 -1.3528 -0.7271 3.7503
C37 -2.0249 -5.0425 0.9468
C38 -1.6627 -4.2505 -3.9885
C39 -5.5992 3.0346 1.2913
C40 -0.1698 -4.4643 -3.8838
Li1 -0.6225 3.6431 1.2673
Li2 -2.2098 1.7050 0.4597
Li3 3.7348 -2.8713 -0.4021
H1 -3.8601 3.0967 -1.8898
H2 3.1607 3.7612 -3.5819
H3 -3.0317 -3.3662 1.3715
H4 -1.9357 -3.6181 -4.7869
H5 -0.8978 3.4885 -1.9217
H6 -3.2950 5.3671 -1.7958
H7 1.6180 -4.6298 -1.6268
H8 4.0175 -3.6046 -2.3115
H9 5.1949 2.8328 -0.7201
H10 4.5594 -5.5741 -2.9651
H11 -5.3073 -2.8966 -0.2673
H12 1.4726 3.7081 -2.8638
H13 2.9681 2.1903 -1.5124
H14 -0.7621 1.3758 -2.6630
H15 4.6187 0.1201 3.3395
H16 -0.5671 4.0739 4.2834
H17 -0.5728 5.2335 -2.0052
H18 2.6169 5.0641 -2.5104
H19 -0.7121 -3.1315 3.0276
H20 -3.0021 3.9355 4.3538
H21 5.6680 3.5639 2.2348
H22 0.5088 -5.7412 -5.5285
H23 1.2401 5.1801 1.6719
H24 -2.0280 -3.9552 -3.0393
H25 -0.5442 -2.8453 -0.2029
H26 -2.3383 -1.1797 3.7611
H27 -1.7173 -4.8148 -0.0434
H28 -5.8973 -1.2746 -0.7386
H29 -0.7903 -6.7404 1.2563
H30 -2.0348 -5.2523 -4.2390
H31 -2.4503 -0.4235 -2.7254
H32 2.9458 -6.0222 -0.4515
H33 -1.5413 0.2070 4.2061
H34 1.9417 5.0029 3.9543
H35 -5.8660 -1.2720 1.5594
H36 -6.2891 2.8028 0.4294
H37 3.0053 -7.0885 -1.8242
H38 -2.4263 -0.5410 -4.5101
H39 -3.2524 -1.0450 1.7772
H40 -3.1744 0.8983 -3.6454
H41 0.2315 -4.1183 1.6085
H42 -0.9059 2.1968 3.1667
H43 5.7986 2.1228 4.6575
H44 2.1322 3.6331 2.9811
H45 -2.4405 4.9960 -3.3745
H46 5.2097 -5.8659 -1.3738
H47 0.0775 -5.2854 -3.1997
H48 0.7687 -0.4350 -3.1049
H49 -0.8703 -1.8735 5.5495
H50 -2.2404 4.0446 -0.2186
H51 4.3025 0.4486 1.2165
H52 2.3440 1.3207 0.4866
H53 6.3074 0.5095 2.8018
H54 -0.2425 -0.9677 -4.4828
H55 0.1627 -3.6258 4.6056
H56 -1.0949 -5.6343 2.7273
H57 -2.8755 -5.7124 0.9432
H58 0.0460 -4.0136 -6.0266
H59 4.3530 2.6165 3.8528
H60 -4.8235 -0.0472 0.8473
H61 5.1415 3.9160 -2.1848
H62 -0.9106 -0.5557 2.7570
H63 -3.1695 -1.2489 -0.6681
H64 0.5927 3.1532 5.2077

Cartesian forces, eV/Å:
0.630 -0.911 0.177
0.788 -0.958 1.133
-0.742 0.065 -0.767
-1.819 -1.468 -0.153
1.383 -0.882 -0.765
1.179 0.621 0.348
0.893 -0.953 -0.850
-0.351 0.442 -0.689
-1.074 -0.176 0.059
-1.075 -0.033 0.922
-2.685 1.295 0.177
-0.383 -0.415 -0.309
1.169 0.064 -0.936
2.587 -2.375 0.730
-0.189 -0.704 0.168
-2.540 -1.800 0.067
-0.008 -1.224 -1.570
-0.833 -0.554 0.446
-0.075 0.369 -0.330
-0.563 1.142 -0.304
-0.230 0.484 0.020
-1.575 0.192 -0.053
-0.622 -0.203 1.297
0.365 -0.344 -1.970
-0.600 0.050 0.435
0.158 1.667 0.525
1.067 0.054 -0.376
-0.482 -1.448 1.545
0.031 -1.146 -1.167
-0.444 -0.215 0.443
0.424 -0.845 -0.377
0.912 -0.046 -0.032
0.223 -0.452 0.470
1.692 1.667 -0.111
0.511 -1.353 -0.225
3.437 -2.163 -1.116
3.258 -0.575 -0.151
1.552 -0.223 -1.539
-0.261 -0.087 0.296
0.281 -1.086 0.388
0.383 1.983 1.095
0.822 -2.236 -0.141
0.565 -0.491 0.261
-0.033 -0.063 -1.133
0.561 0.245 0.842
-1.242 -0.852 0.738
-0.473 -1.194 1.688
-0.869 -0.138 -0.515
1.572 0.015 0.924
-1.728 0.012 0.629
-0.850 2.198 -1.095
0.999 0.795 2.294
0.910 1.354 0.999
-0.767 -0.581 -0.366
-3.046 1.227 0.628
0.158 0.460 -0.716
2.574 1.322 -0.577
-0.311 0.967 -0.229
-0.371 0.850 1.182
0.519 0.214 0.385
0.089 1.283 -0.626
0.303 -0.454 -0.413
-0.540 1.789 1.785
0.600 -0.491 1.264
0.672 -1.574 -1.310
0.020 0.535 -0.343
0.221 0.663 -0.413
-0.333 0.532 0.069
-0.478 0.887 0.876
1.103 -1.910 0.212
-1.411 0.648 0.112
-1.027 0.327 -0.723
0.621 0.011 -0.179
0.961 -0.850 0.112
-0.010 0.386 0.575
-0.107 -0.021 1.275
-0.264 -0.231 -0.020
-2.290 1.422 -0.881
-0.293 1.080 -0.685
-0.149 0.207 -0.310
0.511 -0.096 -0.377
0.315 -0.078 0.342
0.097 0.234 0.104
-0.552 0.976 -0.338
0.164 0.210 -0.017
0.302 1.140 0.228
0.861 0.057 0.035
0.090 -0.547 0.010
-0.275 -0.292 -0.168
0.490 0.779 0.319
-0.272 -0.338 -0.291
-0.763 -0.316 0.034
-0.159 -0.766 -0.265
0.536 0.589 1.115
-1.165 -0.235 -1.138
-0.783 0.025 -0.829
0.082 0.810 -0.092
0.692 0.364 -0.223
-0.747 0.445 0.770
-0.310 0.499 0.009
-0.059 -0.502 -0.585
0.083 0.096 -1.264
-0.460 -0.050 -0.757
0.134 -0.200 0.230
-0.362 0.175 0.180
-0.083 -0.001 -0.245
-0.292 0.249 -0.480
0.083 1.339 0.377
-1.165 -0.141 0.071
-0.766 0.139 -0.062
0.728 0.425 1.060
0.049 0.416 -0.169
-0.002 0.634 0.443
0.539 -0.522 0.237
0.416 -0.269 -0.140
0.236 -0.230 -0.269
0.944 0.154 0.275
-0.123 -0.428 -0.595
-0.047 -0.632 -0.033
-0.205 0.412 0.334
0.605 -1.057 0.782
-0.020 0.351 -0.251
-0.143 0.346 -1.114
-0.413 0.564 0.450
-0.546 -0.153 1.253
0.585 0.350 0.423
0.183 0.396 -0.021
-0.447 0.120 0.427
-0.089 -0.909 -0.667
-0.222 0.650 -0.967
0.314 -0.666 -0.903
-0.531 0.003 0.005
-0.506 -0.314 -0.168
-0.612 -0.221 -0.119
0.222 0.099 0.210
0.023 -0.104 -0.145
-0.362 -0.232 0.271
-0.184 -0.073 0.241
0.333 0.528 -0.666



Q: Which max |F| values were calculated for the entries above? A: 8.33; 4.21, in eV/Å.
Q: Which gap between HOMO and LUMO values were calculated for the entries above? A: 2.503; 6.595, in eV.